# 1
The following is a quantum chemistry calculation of an isolated ion of composition C15H28NO7S and charge -1, from the OMol25 dataset.

Properties
M ... 366.46 g/mol
2S+1 ... 1
SMILES string ... CCOCCO[C@](COCC)(C(=O)[O-])N(S)CCCC(=O)OCC
Charge ... -1
E ... -42666.9511 eV
LUMO level ... 0.1063 Ha
Orbital gap ... 7.719 eV

```
52
Properties=species:S:1:pos:R:3:forces:R:3
S -1.55758 -0.96075 0.94800 0.13 -0.13 -0.04
O 3.56256 -1.94252 -1.36977 0.32 0.05 -0.07
O 1.52512 2.98798 0.81302 -0.11 0.19 0.01
O -5.75543 -1.54982 -0.83780 0.12 -0.13 -0.21
O -0.78088 1.67441 2.46045 0.05 -0.34 -0.06
O 0.92065 0.23097 2.85513 0.11 -0.01 0.15
O -4.73059 -1.61226 -2.82313 -0.16 0.11 0.06
O 1.65101 0.26948 0.29459 -0.11 -0.21 0.20
N -0.70212 0.12274 -0.05400 -0.26 0.34 0.08
C -2.51744 -0.03002 -1.78284 -0.05 0.20 -0.13
C -5.22541 -2.09738 0.39018 0.03 0.12 0.06
C 0.39426 0.88148 0.59071 0.15 -0.17 -0.21
C 2.79265 3.02321 0.20353 0.24 -0.11 -0.02
C -5.57129 -1.23237 1.59316 0.11 0.06 -0.07
C 1.81271 -0.26708 -0.99572 0.09 0.00 -0.02
C 3.84767 2.64707 1.22702 0.01 -0.13 -0.06
C -1.55525 0.86620 -0.98940 -0.05 -0.15 0.02
C 0.49793 2.33470 0.10075 0.00 -0.08 -0.11
C 3.86867 -2.62532 -0.16570 -0.16 -0.10 0.12
C 3.30405 -0.55870 -1.18437 -0.14 0.05 0.09
C 5.25676 -2.31142 0.37253 -0.02 0.10 0.05
C -4.80869 -1.11919 -1.73285 0.00 0.04 0.01
C -3.95955 0.03871 -1.26910 0.19 -0.10 0.11
C 0.18669 0.92318 2.15657 -0.11 0.47 -0.10
H 4.84999 2.82654 0.82640 -0.01 0.03 0.05
H 1.26506 -1.20826 -1.10705 -0.05 0.07 -0.05
H -3.97702 0.10496 -0.18275 0.02 -0.03 -0.03
H 1.45502 0.42630 -1.77221 -0.02 -0.03 0.03
H 3.70890 3.22888 2.13917 0.05 0.04 -0.05
H 2.84011 2.32876 -0.64315 -0.02 0.05 0.03
H -2.51265 0.29751 -2.82535 0.00 -0.11 0.01
H -1.96461 -0.08940 1.90363 -0.03 0.03 0.03
H -5.66156 -3.09333 0.47621 -0.03 0.05 -0.02
H 0.71908 2.36815 -0.97459 0.00 0.04 0.03
H 3.80260 -3.68826 -0.40839 -0.01 0.03 -0.01
H -0.89724 1.35791 -1.70669 0.00 0.05 0.08
H -4.43963 0.95039 -1.64307 -0.06 -0.07 0.03
H -0.42825 2.87263 0.29016 0.01 -0.06 0.08
H 3.74985 1.59102 1.48603 -0.07 0.06 0.03
H 3.70972 -0.03985 -2.05597 -0.05 -0.06 -0.03
H -5.70661 -1.84631 2.48470 -0.01 0.02 -0.02
H -4.14257 -2.21258 0.29198 -0.04 -0.03 0.07
H -4.77786 -0.51385 1.80637 -0.05 0.02 -0.03
H 2.98650 4.03276 -0.19097 -0.07 0.00 0.04
H 3.10764 -2.41080 0.59546 0.03 0.02 -0.02
H -2.16013 -1.06052 -1.77934 0.02 0.04 0.05
H 6.01272 -2.45584 -0.40211 -0.02 -0.07 0.03
H 5.33154 -1.28489 0.73614 -0.02 -0.03 -0.04
H -2.12999 1.64544 -0.46581 0.04 -0.01 -0.05
H -6.48946 -0.67775 1.39426 -0.04 -0.10 0.07
H 5.47664 -2.96396 1.22092 0.02 -0.01 -0.06
H 3.81572 -0.17895 -0.29493 0.03 0.02 -0.09
```
Positions in Å, forces in eV/Å.

***

# 2
The following is a quantum chemistry calculation of C15H29Br3NO13S2 as an isolated structure at a distorted geometry, from the OMol25 dataset.

Properties
M ... 735.24 g/mol
2S+1 ... 1
Charge ... -1
E ... -275929.5469 eV
LUMO level ... 0.0778 Ha
Orbital gap ... 8.496 eV

```
63
Properties=species:S:1:pos:R:3:forces:R:3
Br 20.62019 -20.52678 -21.73278 -0.11 -0.02 -0.01
Br 18.98860 -19.42739 -24.24876 0.07 0.07 0.08
Br 19.75486 -17.49062 -21.81667 0.23 0.13 0.02
S 14.56321 -14.92566 -22.89745 0.27 -0.47 -0.01
S 12.00190 -20.15439 -18.31457 0.88 -0.79 -0.32
O 10.68771 -20.43770 -17.83584 -0.64 -0.16 0.07
O 13.50807 -14.59575 -23.79207 -0.34 0.20 -0.40
O 16.68465 -19.93782 -21.15627 -0.20 0.46 0.27
O 14.13438 -24.29024 -22.00739 -0.04 -0.11 0.00
O 22.09918 -19.39765 -18.35731 0.20 0.24 -0.05
O 12.53084 -18.84506 -18.22857 0.09 0.53 0.14
O 15.47545 -19.28162 -19.47750 0.48 0.42 -0.72
O 16.57990 -17.81669 -20.66955 -0.11 -0.52 0.29
O 21.21358 -21.41684 -18.07295 -0.13 -0.28 0.03
O 14.51676 -14.51102 -21.54156 -0.21 0.23 0.81
O 15.86670 -14.30015 -23.54418 0.11 -0.21 -0.39
O 13.45345 -23.92777 -19.90675 -0.11 -0.28 0.07
O 13.02228 -21.12837 -17.55907 -0.35 0.16 0.25
N 16.23420 -18.99106 -20.42202 -0.08 -0.62 0.23
C 13.61387 -23.13369 -16.44490 0.02 -0.45 0.38
C 17.15114 -14.63950 -22.97071 0.63 0.30 -0.54
C 19.77758 -19.62638 -17.57891 -0.14 -0.56 -0.68
C 18.92020 -20.83594 -17.94350 -0.18 -0.54 1.34
C 16.08150 -22.93983 -22.08128 0.59 -0.54 0.40
C 14.87084 -16.67012 -22.94988 0.52 0.37 0.03
C 19.92976 -21.97219 -17.75309 -0.41 -0.24 -0.71
C 15.04426 -23.67342 -22.93472 0.25 0.46 0.09
C 12.44882 -22.29159 -16.89476 0.26 0.20 -0.19
C 15.30700 -22.62907 -20.82087 -1.00 0.09 0.39
C 14.21372 -23.67997 -20.80117 0.22 0.42 -0.15
C 18.12672 -14.99719 -24.09809 -0.41 -0.35 0.47
C 21.15385 -20.06120 -18.06359 -0.11 0.10 0.30
C 12.22220 -20.75631 -19.98310 -0.60 0.48 0.38
C 19.29195 -19.26801 -22.34324 -0.03 -0.04 -0.04
H 14.35509 -22.51644 -15.93772 0.04 0.06 -0.11
H 16.88455 -23.63349 -21.80520 -0.04 -0.02 -0.18
H 15.47586 -24.44523 -23.56448 -0.08 -0.08 -0.04
H 15.54688 -16.91979 -22.12948 -0.13 -0.09 -0.06
H 18.33703 -19.48868 -21.86670 -0.06 -0.12 0.03
H 14.77964 -21.66844 -20.81794 0.26 0.06 -0.27
H 17.53010 -13.74270 -22.48108 -0.24 -0.12 0.36
H 12.60598 -21.76870 -19.92196 0.05 0.01 -0.12
H 19.91398 -22.37400 -16.73621 0.25 0.25 0.07
H 16.56165 -22.09848 -22.57117 -0.27 0.19 0.01
H 15.35056 -16.88179 -23.90371 -0.22 -0.18 -0.07
H 19.72548 -22.81054 -18.42283 0.23 0.08 -0.05
H 19.83468 -19.55262 -16.49143 0.01 0.35 -0.02
H 17.06535 -15.45942 -22.26135 -0.08 0.07 0.10
H 19.44535 -18.71055 -18.05495 0.15 0.20 0.21
H 18.88172 -15.66287 -23.68362 0.14 0.12 -0.09
H 14.07626 -23.69094 -17.25824 0.01 0.25 -0.15
H 11.85546 -21.94056 -16.05152 -0.02 -0.01 -0.04
H 15.80036 -22.63748 -19.85146 0.40 -0.05 -0.21
H 11.24322 -20.73795 -20.45813 0.03 0.00 -0.07
H 13.27855 -23.87781 -15.71456 -0.11 0.08 -0.06
H 13.93315 -17.19692 -22.81805 -0.15 0.07 -0.10
H 12.88945 -20.03392 -20.44327 0.24 -0.24 -0.13
H 17.60571 -15.56087 -24.87345 0.05 0.13 -0.08
H 18.12231 -21.02209 -17.21895 -0.13 0.34 -0.19
H 18.61060 -14.11430 -24.50703 -0.10 0.01 -0.19
H 18.45846 -20.80313 -18.92001 0.20 0.11 -0.39
H 11.79764 -22.81886 -17.59360 0.05 -0.04 0.04
H 14.48783 -22.96027 -23.54751 -0.09 -0.12 -0.04
```
Positions in Å, forces in eV/Å.

***

# 3
The following is a quantum chemistry calculation of C15H29CsF2N2O4S2 as an isolated structure at a distorted geometry, from the OMol25 dataset.

Properties
M ... 536.44 g/mol
2S+1 ... 1
Charge ... -2
E ... -54849.7728 eV
LUMO level ... 0.1527 Ha
Orbital gap ... 5.167 eV

```
55
Properties=species:S:1:pos:R:3:forces:R:3
Cs 0.67212 -2.67363 0.65016 2.17 0.75 2.29
S -0.88048 -1.59853 -3.00800 0.06 0.56 -0.24
S -1.21091 -3.12239 -1.71846 -0.74 -0.39 -0.63
F 3.58844 -3.97532 3.38968 -0.06 0.03 0.05
F 1.61752 -3.92526 4.48262 0.01 0.04 0.02
O 0.07904 -3.83408 -1.54063 -0.33 -0.56 -0.99
O -1.59883 -2.52311 -0.42102 -1.31 -0.01 -0.59
O -2.24596 -3.98768 -2.26428 -0.01 -0.03 0.05
O 2.25809 -1.82048 -3.53902 0.29 -0.10 -0.12
N 1.89379 0.98394 -1.80459 -0.65 0.37 -0.14
N -2.49586 2.35635 -2.10264 -0.03 -0.38 -0.09
C 2.38650 -3.20143 -3.83152 0.04 0.08 0.00
C 2.41161 -3.13239 3.54480 0.07 0.05 0.03
C -0.17969 1.58078 2.81820 -0.02 0.01 0.05
C -0.20625 -0.58890 3.83492 0.11 -0.13 0.02
C -0.22950 3.14855 -2.71832 0.00 -0.18 -0.13
C 0.48765 2.10063 -3.58872 0.05 -0.01 0.41
C 1.96723 0.65834 3.78231 -0.04 -0.04 -0.10
C -1.73717 3.24812 -2.98058 0.15 0.05 0.02
C -2.25815 2.59169 1.81400 0.03 -0.12 -0.08
C 1.88220 1.70738 -3.08860 0.19 -0.06 -0.01
C 0.49612 0.55787 3.46870 0.06 0.06 0.11
C -2.28351 -2.01865 3.83172 0.06 0.08 -0.09
C -2.20134 0.30278 2.85694 0.01 0.05 0.06
C -1.54630 -0.74183 3.50909 -0.07 0.01 0.01
C -1.53806 1.47689 2.52406 0.01 -0.07 0.06
H 0.60211 2.51754 -4.59383 -0.03 -0.09 -0.08
H 1.30073 -1.66343 -3.41003 -0.24 -0.01 0.15
H 2.51051 -0.15332 3.29001 -0.02 0.03 0.06
H 0.35847 2.47880 2.52786 0.00 -0.02 0.00
H -2.34208 2.35620 0.74984 -0.04 0.13 -0.03
H -3.09743 -1.83356 4.53778 0.00 -0.02 0.00
H -1.71564 3.53433 1.91408 -0.03 -0.03 -0.03
H 0.22406 4.12580 -2.91479 0.06 -0.01 0.08
H -2.07020 4.27164 -2.77469 -0.01 -0.04 0.00
H -3.46484 2.30859 -2.39774 -0.01 0.12 0.01
H -3.25096 0.19423 2.59595 0.04 -0.02 -0.01
H -1.92012 3.06584 -4.05132 0.00 -0.01 0.00
H 1.14326 0.29341 -1.82188 -0.02 -0.01 -0.04
H 3.44286 -3.46427 -3.72558 -0.01 -0.03 0.01
H 2.73989 0.43891 -1.72875 0.14 -0.05 -0.09
H 0.32298 -1.38637 4.35273 -0.05 -0.01 -0.15
H -3.26689 2.72667 2.21285 0.04 0.00 -0.03
H 2.37296 1.11035 -3.86568 -0.08 0.02 -0.12
H -0.11741 1.19555 -3.67985 -0.08 -0.07 0.05
H -2.71998 -2.43510 2.92046 0.01 -0.02 0.04
H -2.16785 1.39221 -2.18869 0.17 0.11 0.04
H 2.14365 0.55894 4.85610 0.02 -0.01 -0.03
H 1.78426 -3.81001 -3.15307 0.02 0.02 -0.01
H 2.81811 -2.36209 4.24358 0.02 -0.08 0.08
H 2.08004 -3.42860 -4.86187 0.01 0.02 0.01
H -1.60915 -2.76136 4.25892 -0.01 0.02 0.00
H 2.37944 1.61232 3.44794 -0.02 -0.02 0.01
H 2.46835 2.62897 -2.97857 0.07 -0.01 0.06
H -0.07746 2.91819 -1.66258 0.01 0.02 0.05
```
Positions in Å, forces in eV/Å.

***

# 4
The following is a quantum chemistry calculation of C15H29DyN2O4P2 as an isolated structure at a distorted geometry, from the OMol25 dataset.

Properties
<S²> ... 9.33
M ... 525.86 g/mol
2S+1 ... 6
E ... -69855.7950 eV
LUMO level (spin up / spin down) ... 0.0093 / 0.0089 Ha
Orbital gap (spin up / spin down) ... 6.775 / 6.760 eV

```
53
Properties=species:S:1:pos:R:3:forces:R:3
Dy -0.47829 0.70442 0.94304 0.75 -0.18 -1.13
P -2.61529 -0.46430 -0.52295 -1.22 -0.07 -1.04
P 2.22476 1.63537 0.47886 -1.40 1.88 0.36
O 2.32252 -2.36096 2.67915 -0.96 0.51 0.55
O -0.56212 -3.02881 -4.07568 1.54 1.93 1.96
O -0.21708 -4.67343 -0.13251 2.77 0.77 1.25
O -1.45699 0.20368 2.88035 0.89 -1.46 1.39
N -0.13943 1.19343 -1.56647 -0.31 0.19 0.39
N 0.47984 -0.93154 2.50979 -0.07 -0.45 0.75
C 2.65014 2.85683 1.76190 0.45 0.01 0.07
C -0.84296 1.10748 -3.87770 0.50 0.61 -0.82
C 1.33879 -1.85081 3.17789 -0.09 0.21 -0.34
C 1.70489 2.76708 -0.89838 0.08 -0.35 0.31
C -0.54322 -0.61105 3.30756 -0.51 0.96 -0.57
C -2.25474 0.05564 -2.20000 1.82 -1.79 -0.36
C -1.05714 0.74611 -2.51416 -0.05 0.16 0.37
C -3.27354 -2.21486 -0.45581 0.18 -0.62 0.13
C -4.17554 0.50137 -0.40149 -0.32 0.41 0.42
C 0.82417 2.68714 -3.21182 0.25 -0.28 1.05
C 3.81681 1.04865 -0.07788 0.49 -0.41 0.01
C 0.03461 2.12607 -4.21552 -0.98 -0.92 0.11
C 0.78881 -2.06630 4.61926 0.83 -0.50 -0.28
C 0.75781 2.13897 -1.92923 0.34 1.10 -0.81
C -0.46270 -1.21752 4.68785 -0.19 0.00 0.03
H 2.64332 3.11605 -1.35321 -0.41 0.02 -0.25
H -4.97459 0.01268 -0.98125 0.26 0.12 0.21
H -2.46296 -2.96304 -0.45765 -0.08 0.40 -0.07
H -2.51329 -0.61069 -3.04700 -0.64 0.56 0.53
H -1.47441 0.61700 -4.62483 0.21 0.36 0.22
H -3.81550 -2.42219 0.49071 0.26 0.50 -0.42
H -0.42498 2.56084 1.37720 -0.03 0.69 0.23
H -3.95758 -2.49969 -1.28000 0.35 0.55 0.26
H 4.10156 0.20064 0.55195 0.22 0.06 -0.19
H 1.48002 3.52776 -3.39623 0.06 -0.13 -0.05
H 0.71392 -4.45007 0.26934 -2.68 -0.70 -1.06
H -4.52133 0.72952 0.61733 0.01 -0.23 -0.22
H -3.92341 1.44097 -0.91357 -0.24 -0.22 0.27
H 0.07934 2.52518 -5.22795 0.02 -0.29 0.13
H 0.39052 -2.70151 -4.11855 -1.71 -0.79 -0.27
H -0.37157 -0.42499 5.43725 -0.32 -0.07 -0.16
H -1.34311 -1.83289 4.88969 -0.07 0.36 0.04
H 3.56711 3.38045 1.45232 -0.24 0.07 0.32
H -0.84879 -2.49916 -3.26167 0.12 -1.00 -1.64
H 2.82496 2.31052 2.70093 0.03 0.35 -0.19
H 1.04631 -0.72855 0.28028 0.27 -1.30 -0.47
H -0.25807 -4.07502 -0.88469 -0.05 -0.04 -0.19
H 3.75615 0.73262 -1.12313 0.09 -0.02 0.14
H 1.69075 -0.47317 0.00960 -0.46 -0.36 -0.18
H 1.23627 3.64031 -0.41752 -0.04 -0.34 -0.16
H 1.56716 -1.74728 5.33736 -0.34 -0.27 -0.36
H 1.81367 3.55837 1.88981 0.29 -0.31 0.00
H 0.57760 -3.14069 4.78022 0.29 0.54 -0.11
H 4.53682 1.86340 0.03722 0.09 -0.21 -0.18
```
Positions in Å, forces in eV/Å.